The ion C31H35N4O with charge +1 in a non-equilibrium geometry. Source: OMol25; level of theory: wB97M-V/def2-TZVPD.

Computed properties:
SMILES: CN1C(=O)[C@@H](Cc2ccccc2)N(/C=C/[C@H](c2ccccc2)N2CC[NH+]=C2c2ccccc2)C1(C)C
Kohn-Sham gap (eV): 6.73
Energy relative to the best compared isomer or geometry (same formula, charge and spin) (eV): 1.6564
Charge: +1
LUMO energy (eV): -3.62
Maximum force (Eh/bohr): 0.117

Geometry as XYZ:
```
71
Properties=species:S:1:pos:R:3:forces:R:3:lowdin_charge:R:1
C 1.630419 4.248327 2.300356 -0.154 0.385 0.067 0.00
N 1.364054 2.821571 2.244568 0.414 -0.500 -0.179 -0.04
C 2.328015 1.924715 1.961431 4.427 1.763 -0.725 -0.34
O 3.559148 2.241899 1.746197 -4.362 -1.439 0.758 0.02
C 1.739192 0.538004 1.941815 0.025 0.010 -0.463 -0.20
C 2.359716 -0.370684 2.995041 0.204 -0.256 0.534 -0.10
C 3.837216 -0.637982 2.809336 0.060 0.010 0.171 -0.24
C 4.737529 -0.386973 3.855273 0.038 0.201 -0.615 -0.04
C 6.110946 -0.495904 3.624475 -0.101 -0.143 -0.024 -0.08
C 6.576684 -0.922354 2.377854 -0.161 0.034 -0.126 -0.09
C 5.672181 -1.250379 1.358806 -0.263 -0.057 0.376 -0.07
C 4.296400 -1.127684 1.584422 0.518 0.126 0.202 -0.05
N 0.313762 0.789895 2.184523 -0.151 -0.330 -0.128 0.00
C -0.542447 -0.291534 2.321055 -0.275 -0.114 -0.266 -0.08
C -1.859020 -0.309514 2.682380 -0.148 -0.070 -0.415 -0.02
C -2.840102 -1.571770 2.557082 0.265 4.774 -3.672 -0.25
C -4.311120 -0.987687 2.643719 -0.160 0.395 -1.638 -0.14
C -5.291990 -1.862575 2.161928 -0.818 -0.168 0.339 -0.08
C -6.658509 -1.537560 2.190087 -0.323 -0.181 -0.305 -0.07
C -7.092997 -0.260541 2.561836 0.731 -0.094 0.393 -0.08
C -6.128035 0.700604 2.883081 0.433 -0.664 -0.260 -0.07
C -4.749071 0.362575 2.850700 -0.481 -0.215 0.461 -0.02
N -2.698718 -2.746900 3.252798 1.326 -5.783 1.083 0.03
C -3.461182 -3.156412 4.506605 0.015 1.242 -0.777 -0.03
C -3.065303 -4.594303 4.743672 0.103 -0.104 0.454 -0.11
N -2.336281 -4.936766 3.562530 1.119 -0.379 -0.713 0.10
C -2.157644 -3.934389 2.718223 -1.249 1.013 1.574 -0.11
C -1.506067 -4.327587 1.459853 -0.344 0.044 -1.858 -0.12
C -0.514169 -5.354351 1.444121 -0.185 0.806 0.367 -0.02
C 0.136151 -5.652582 0.259452 -0.476 0.145 -0.606 -0.05
C -0.277694 -5.082437 -0.958835 0.018 0.138 0.977 -0.04
C -1.324632 -4.174209 -0.972595 -0.671 0.345 -0.430 -0.06
C -2.009284 -3.857826 0.201312 0.498 0.232 1.121 -0.01
C 0.025190 2.238443 2.344535 -0.074 0.282 0.185 -0.47
C -0.545835 2.573709 3.720218 0.136 0.039 0.113 0.00
C -0.838195 2.830919 1.221189 0.069 -0.120 -0.066 0.00
H 2.702904 4.441104 2.193379 -0.231 -0.440 0.064 0.10
H 1.132324 4.792820 1.483222 -0.010 -0.232 0.272 0.10
H 1.304557 4.653231 3.268583 0.028 -0.039 -0.296 0.10
H 1.928302 0.114883 0.940460 -0.191 0.141 0.197 0.16
H 2.180972 0.099958 3.974378 0.027 -0.281 -0.161 0.13
H 1.836540 -1.336060 2.970419 -0.056 0.203 0.136 0.11
H 4.357909 -0.045927 4.821546 0.152 -0.041 -0.305 0.11
H 6.818994 -0.231687 4.416470 -0.265 -0.176 -0.311 0.11
H 7.650056 -0.995226 2.194882 -0.324 0.018 0.051 0.10
H 6.026221 -1.607226 0.392954 0.003 0.098 0.236 0.10
H 3.575387 -1.390789 0.804536 0.322 0.139 0.154 0.11
H -0.029601 -1.235570 2.007887 -0.497 0.714 0.621 0.13
H -2.400888 0.667360 2.632925 0.713 -1.232 0.571 0.06
H -2.610438 -1.917996 1.492685 -0.861 0.910 1.170 0.13
H -5.005802 -2.836195 1.727630 -0.097 0.372 0.535 0.12
H -7.415018 -2.289631 1.896101 0.633 0.495 0.077 0.11
H -8.147917 -0.002778 2.618145 0.185 -0.177 -0.114 0.11
H -6.452280 1.717967 3.155028 0.403 -0.557 -0.285 0.12
H -4.113413 1.244099 2.980297 0.157 -0.757 0.282 0.10
H -3.175960 -2.483560 5.317423 -0.204 -0.094 -0.087 0.14
H -4.532910 -3.076920 4.280506 0.354 0.209 0.215 0.12
H -2.438893 -4.703023 5.611115 0.182 -0.126 0.488 0.13
H -3.911524 -5.256897 4.802611 -0.398 -0.143 0.368 0.13
H -1.764664 -5.786202 3.457723 -0.925 0.620 0.118 0.16
H -0.240479 -5.935914 2.344986 0.122 0.781 -0.496 0.12
H 0.977619 -6.324519 0.265449 -0.046 -0.317 0.016 0.11
H 0.185033 -5.377254 -1.881796 0.315 0.063 -0.171 0.11
H -1.625754 -3.668425 -1.912200 0.067 -0.689 0.652 0.13
H -2.951110 -3.271172 0.165562 0.987 -0.221 -0.025 0.12
H 0.226550 2.390344 4.481517 -0.363 -0.112 -0.133 0.10
H -0.790219 3.642525 3.741395 -0.088 -0.271 0.108 0.09
H -1.441036 1.981882 3.926469 0.164 0.211 0.129 0.07
H -0.242315 2.898355 0.299604 -0.319 -0.292 0.148 0.10
H -1.731629 2.215364 1.074076 0.099 0.208 -0.137 0.08
H -1.134201 3.858634 1.473913 -0.044 -0.354 0.004 0.09
```
Positions in Å, forces in eV/Å.

=====

A structure of composition C31H35N8PS2V. Source: OMol25; level of theory: wB97M-V/def2-TZVPD.

Computed properties:
Kohn-Sham gap (alpha / beta) (eV): 4.51 / 4.26
Energy relative to the best compared isomer or geometry (same formula, charge and spin) (eV): 6.3171
Charge: 0
Spin multiplicity: 4
LUMO energy (alpha / beta) (eV): -0.80 / -1.05
Maximum force (Eh/bohr): 0.015
Expectation value of S²: 3.7713

Geometry as XYZ:
```
78
Properties=species:S:1:pos:R:3:forces:R:3:lowdin_spin:R:1
V 1.096545 0.842947 0.570587 -0.334 -0.450 -0.496 2.72
C 0.635551 -4.414823 4.057161 -0.009 0.021 -0.004 0.00
C 0.491674 -4.114475 2.572857 -0.043 -0.020 -0.068 0.00
N 1.547908 -3.249327 2.066176 0.117 0.114 0.329 0.00
C 1.481666 -1.919421 2.130214 -0.002 -0.134 -0.155 0.00
S 2.824508 -0.976846 1.350285 -0.072 -0.034 -0.011 0.01
N 0.509793 -1.301011 2.712635 -0.038 -0.019 0.025 0.00
N 0.545872 0.054976 2.469673 -0.050 0.337 0.107 0.01
C 0.270768 0.849166 3.440488 0.026 0.018 0.083 0.06
C -0.184858 0.381189 4.783308 0.027 -0.036 -0.017 0.01
C 0.556936 2.270487 3.153054 0.009 0.041 0.008 0.02
C 0.296115 3.292150 4.053831 -0.007 0.039 -0.010 0.00
C 0.636451 4.592522 3.716039 -0.019 -0.002 0.020 0.02
C 1.222204 4.838638 2.487386 0.000 -0.017 -0.030 0.00
C 1.454406 3.768367 1.639819 -0.017 0.040 -0.023 0.03
N 1.144528 2.513791 1.962517 0.093 -0.108 0.039 0.02
H -0.183243 -5.051432 4.393415 -0.002 -0.003 -0.006 0.00
H 1.573510 -4.931984 4.264539 0.001 0.005 0.000 0.00
H 0.611843 -3.491228 4.636030 0.003 -0.004 0.003 0.00
H 0.509736 -5.026344 1.975321 0.022 -0.001 0.002 0.00
H -0.454537 -3.614803 2.370545 -0.008 0.009 -0.009 0.00
H 2.426303 -3.654203 1.788941 -0.066 -0.013 -0.145 0.00
H 0.675164 0.185975 5.428758 -0.005 0.018 0.015 0.00
H -0.817051 1.119207 5.270522 -0.008 0.002 -0.001 0.00
H -0.734523 -0.550839 4.675185 0.012 -0.001 0.001 0.00
H -0.174309 3.083795 5.002670 0.006 -0.022 -0.001 0.00
H 0.435828 5.402589 4.404278 -0.001 0.002 -0.003 0.00
H 1.490763 5.838009 2.177075 0.001 0.000 0.000 0.00
H 1.884283 3.909200 0.656203 0.007 -0.003 0.010 0.00
S 3.129065 -2.062723 -0.368722 0.066 0.018 0.042 0.01
C 1.374285 -1.924699 -0.949503 -0.139 0.011 -0.031 0.00
N 0.679734 -2.977597 -1.130190 0.018 0.023 -0.080 -0.01
N 1.158957 -4.212550 -0.809409 0.068 -0.005 0.057 0.00
C 0.441052 -5.334951 -1.204387 -0.037 -0.015 -0.014 0.00
C -0.860701 -5.244528 -1.695898 -0.003 0.016 0.013 0.00
C -1.548231 -6.401646 -2.027790 0.008 -0.005 0.001 0.00
C -0.965694 -7.652929 -1.882282 -0.005 -0.004 -0.002 0.00
C 0.332136 -7.736990 -1.395813 -0.006 0.000 -0.001 0.00
C 1.032281 -6.592028 -1.057898 0.015 0.007 0.007 0.00
N 0.825221 -0.682205 -1.080478 0.113 0.000 0.105 0.00
N 1.765892 0.318890 -1.365591 0.246 0.105 0.130 0.01
C 1.391661 1.231416 -2.212315 -0.055 0.176 0.026 0.02
C 2.092485 2.513872 -2.001176 0.011 0.008 -0.024 0.00
C 1.456794 3.682446 -1.995303 -0.018 -0.010 0.005 0.03
C 0.034385 3.888428 -2.429002 -0.016 -0.021 -0.020 0.00
C -0.229487 1.909920 -3.995705 0.010 0.031 0.015 0.01
C 0.375210 0.994421 -3.229558 -0.029 -0.043 0.028 0.00
H 2.158283 -4.320563 -0.706046 -0.007 -0.013 -0.031 0.00
H -1.313058 -4.270997 -1.814373 0.004 0.003 0.001 0.00
H -2.557736 -6.318635 -2.410650 0.000 -0.002 -0.001 0.00
H -1.511491 -8.548196 -2.147408 0.000 0.000 0.000 0.00
H 0.807662 -8.702873 -1.280420 0.001 0.001 0.001 0.00
H 2.047201 -6.665955 -0.680846 -0.001 -0.003 -0.002 0.00
H 3.125926 2.430973 -1.680522 -0.005 -0.004 0.012 0.00
H 2.023475 4.567880 -1.719043 -0.004 0.000 0.019 0.00
H -0.124264 4.968430 -2.489282 0.005 0.000 -0.027 0.00
H -0.941750 1.543837 -4.728109 -0.011 -0.006 0.009 0.00
H 0.113434 -0.050042 -3.345801 -0.002 0.007 0.002 0.00
C -2.158476 0.745784 -0.818242 0.011 -0.028 0.008 0.00
P -0.995415 2.074570 -0.317418 0.108 -0.023 0.033 0.00
C -1.931608 2.694279 1.149260 0.013 -0.019 0.012 0.00
C -1.055930 3.375562 -1.512692 0.016 0.018 0.076 0.00
C -0.071054 3.400195 -3.927470 -0.004 -0.020 -0.033 0.00
C -1.090628 4.173278 -4.702541 -0.002 0.017 -0.022 0.00
C -2.254437 4.639906 -4.212727 0.031 -0.015 0.005 0.00
C -2.858234 4.467459 -2.916231 -0.009 -0.013 0.024 0.00
C -2.359669 3.830609 -1.804267 -0.040 0.023 -0.014 0.00
H -1.746143 0.215410 -1.673325 -0.014 -0.009 0.004 0.00
H -3.129014 1.170654 -1.081892 0.002 0.010 0.002 0.00
H -2.276995 0.029060 -0.001371 0.001 -0.005 -0.006 0.00
H -2.953777 2.962207 0.882397 0.006 0.003 -0.013 0.00
H -1.443170 3.578413 1.560208 0.004 -0.007 0.004 0.00
H -1.982565 1.913000 1.912338 0.006 0.001 0.008 0.00
H 0.899159 3.613257 -4.399406 0.005 -0.002 0.017 0.00
H -0.823085 4.436424 -5.720382 -0.004 0.004 0.002 0.00
H -2.860709 5.210490 -4.911885 0.001 0.001 -0.004 0.00
H -3.881945 4.818004 -2.842803 0.000 -0.003 0.002 0.00
H -3.112858 3.654782 -1.037516 -0.003 0.011 -0.004 0.00
```
Positions in Å, forces in eV/Å.

=====

A structure of composition C31H36BN3O4ReS3SbSi. Source: OMol25; level of theory: wB97M-V/def2-TZVPD.

Computed properties:
Kohn-Sham gap (alpha / beta) (eV): 6.33 / 6.33
Energy relative to the best compared isomer or geometry (same formula, charge and spin) (eV): 0.0000
Charge: 0
Spin multiplicity: 3
LUMO energy (alpha / beta) (eV): -0.65 / -0.76
Maximum force (Eh/bohr): 0.010
Expectation value of S²: 2.0181

Geometry as XYZ:
```
81
Properties=species:S:1:pos:R:3:forces:R:3:lowdin_spin:R:1
Re -1.801477 0.077363 -0.508688 0.137 0.383 0.302 1.62
S -2.771506 0.795404 4.634471 0.124 0.041 0.034 0.04
Sb -3.389241 1.086155 2.528701 -0.076 0.001 -0.143 0.03
S -1.417729 2.091764 0.858593 0.014 0.013 0.131 0.01
S -2.646040 -0.995186 1.301619 -0.009 -0.064 0.026 0.03
C 1.001801 -1.688694 0.395523 -0.016 -0.030 -0.013 0.01
Si 1.384221 -0.667648 -1.116630 0.037 0.011 -0.037 0.01
C 2.899921 0.373630 -0.756921 -0.059 0.009 0.022 0.00
C 1.765293 -1.850275 -2.529480 -0.067 0.021 0.031 0.00
N -0.031844 0.303691 -1.520197 -0.033 -0.052 0.053 0.09
C -0.056117 1.158783 -2.612604 -0.016 -0.021 -0.064 0.01
C 1.035103 1.452075 -3.446325 -0.003 0.019 0.024 0.01
C 0.897502 2.271310 -4.553511 -0.051 0.016 -0.013 0.00
C -0.332297 2.819333 -4.896377 0.030 -0.013 0.011 0.01
C -1.437206 2.537606 -4.107917 0.033 -0.004 0.012 0.00
C -1.268897 1.740647 -2.997257 0.011 0.002 -0.017 0.02
O -2.360477 1.362160 -2.192722 -0.038 -0.058 -0.017 0.04
C -3.363228 2.291733 -1.870147 0.007 0.009 -0.022 0.01
C -4.635156 1.774773 -1.707479 0.020 0.027 -0.016 0.01
C -5.652251 2.626357 -1.301409 0.006 0.000 -0.001 0.00
C -5.388455 3.969835 -1.079532 -0.003 -0.013 -0.005 0.00
C -4.103394 4.463151 -1.257772 0.009 0.001 0.004 0.00
C -3.071060 3.624994 -1.651213 -0.037 -0.019 0.025 0.00
H 1.778547 -2.454186 0.474689 0.056 -0.012 0.006 0.00
H 0.040498 -2.201428 0.343278 -0.001 -0.009 -0.022 0.00
H 1.020286 -1.113129 1.319837 -0.040 0.047 0.054 0.00
H 3.593459 -0.229185 -0.165632 0.034 0.001 0.041 0.00
H 2.637178 1.255099 -0.169482 0.021 -0.045 -0.082 0.00
H 3.434769 0.703892 -1.646584 0.009 -0.001 -0.050 0.00
H 2.767056 -2.267108 -2.412121 0.045 -0.017 0.028 0.00
H 1.722722 -1.373466 -3.509834 -0.002 0.026 -0.032 0.00
H 1.061962 -2.685675 -2.529996 -0.014 -0.025 -0.014 0.00
H 2.004664 1.036880 -3.217960 0.036 -0.007 0.027 0.00
H 1.767612 2.479339 -5.161005 0.022 0.011 -0.024 0.00
H -0.435893 3.450692 -5.766777 0.008 0.009 -0.020 0.00
H -2.415310 2.933338 -4.346821 -0.010 0.003 -0.001 0.00
H -4.814985 0.723313 -1.892857 0.010 -0.008 0.001 0.00
H -6.650426 2.235690 -1.160194 -0.020 -0.004 0.000 0.00
H -6.182004 4.631586 -0.761884 -0.014 0.013 0.004 0.00
H -3.892450 5.507297 -1.071829 -0.002 0.017 0.002 0.00
H -2.061105 3.991332 -1.762961 0.021 0.001 -0.005 0.00
N -4.552645 -5.459889 -4.239885 -0.057 -0.019 0.005 0.00
C -3.665034 -4.516051 -4.639550 0.071 0.033 0.029 0.00
O -3.217957 -4.469320 -5.766033 -0.018 0.011 -0.021 0.00
C -3.250586 -3.499438 -3.605604 0.011 0.006 -0.012 0.00
C -3.904884 -3.285679 -2.401676 0.006 0.025 0.013 0.00
C -3.440042 -2.317822 -1.532008 0.070 0.009 -0.026 0.00
N -2.360235 -1.557918 -1.792605 -0.140 -0.266 -0.216 0.01
C -1.737005 -1.761381 -2.970074 0.013 0.040 0.045 0.00
C -2.146563 -2.707065 -3.885076 -0.030 -0.040 0.023 0.00
H -4.791910 -6.176034 -4.904347 0.004 -0.004 0.006 0.00
H -4.796417 -5.598335 -3.277332 0.020 -0.006 0.003 0.00
H -4.791561 -3.832861 -2.112663 -0.009 -0.020 -0.026 0.00
H -3.925444 -2.135137 -0.584042 -0.004 0.001 -0.018 0.00
H -0.874952 -1.140460 -3.161433 -0.039 -0.003 -0.018 0.00
H -1.615207 -2.833238 -4.817067 -0.002 -0.004 -0.017 0.00
C 3.349252 -1.544855 6.197527 0.009 0.008 0.024 0.00
C 4.239452 -0.538825 5.467992 -0.010 0.007 -0.001 0.00
C 5.404678 -1.308311 4.832038 -0.006 -0.009 0.008 0.00
C 4.788673 0.458577 6.496933 0.013 -0.011 -0.011 0.00
C 3.472910 0.228832 4.389700 -0.012 -0.009 0.005 0.00
C 4.160758 1.141625 3.581433 -0.014 0.013 0.000 0.00
C 3.540925 1.890873 2.586467 -0.033 -0.027 0.044 0.00
C 2.188940 1.694942 2.425743 0.016 0.009 0.077 0.00
O 1.324639 2.275087 1.522155 -0.070 0.050 0.046 0.00
B 0.091197 1.691581 1.791569 -0.078 -0.104 -0.089 0.00
O 0.175976 0.781047 2.828613 0.011 0.041 -0.036 0.00
C 1.494302 0.800728 3.215829 0.053 -0.032 -0.019 0.00
C 2.099538 0.055621 4.203100 0.019 0.018 -0.062 0.00
H 3.945683 -2.090021 6.930539 0.006 -0.006 0.008 0.00
H 2.916327 -2.273449 5.510516 0.004 -0.020 -0.015 0.00
H 2.536612 -1.053637 6.734067 -0.020 0.020 0.004 0.00
H 5.952396 -1.858526 5.599539 0.006 -0.010 0.017 0.00
H 6.109693 -0.643249 4.334650 0.011 0.025 -0.016 0.00
H 5.039037 -2.024231 4.094504 -0.014 -0.013 -0.017 0.00
H 5.322644 -0.070868 7.288364 0.016 -0.010 0.015 0.00
H 3.978750 1.030004 6.951912 -0.021 0.005 0.011 0.00
H 5.480281 1.164502 6.036399 0.011 0.013 -0.003 0.00
H 5.222623 1.281416 3.731883 0.028 -0.002 0.006 0.00
H 4.091728 2.589035 1.972741 0.010 0.017 -0.023 0.00
H 1.509364 -0.630508 4.790571 -0.014 -0.014 0.022 0.00
```
Positions in Å, forces in eV/Å.